{"formula": "C49H52Br2FO18PS", "method": "ωB97M-V/def2-TZVPD", "homo_energy_ev": -9.14, "spin_multiplicity": 1, "homo_lumo_gap_ev": 7.28, "species": ["C", "C", "C", "C", "C", "C", "C", "C", "C", "F", "C", "C", "C", "O", "C", "C", "O", "C", "P", "O", "O", "O", "O", "S", "O", "O", "C", "C", "Br", "C", "C", "Br", "H", "H", "H", "H", "H", "H", "H", "H", "H", "H", "H", "H", "H", "H", "H", "H", "H", "H", "H", "H", "H", "H", "H", "H", "H", "H", "H", "H", "H", "H", "H", "H", "C", "C", "C", "O", "C", "C", "C", "O", "H", "H", "H", "H", "C", "C", "C", "O", "C", "C", "C", "O", "H", "H", "H", "H", "C", "C", "C", "O", "C", "C", "C", "O", "H", "H", "H", "H", "C", "C", "C", "O", "C", "C", "C", "O", "H", "H", "H", "H", "C", "C", "C", "O", "C", "C", "C", "O", "H", "H", "H", "H"], "coordinates": [[-5.36942, 1.77091, -1.04909], [-4.45984, 0.55772, -1.27322], [-4.07793, 0.38986, -2.74671], [-3.00096, 1.28330, -3.39588], [-3.25441, 1.22998, -4.91836], [-1.45179, 1.08267, -3.16450], [-0.67041, 2.21757, -2.40629], [-0.77150, 3.60916, -3.05359], [-0.37060, 3.64763, -4.52299], [-2.04870, 4.17586, -2.91741], [-0.80016, 2.26327, -0.85770], [0.43467, 2.93143, -0.22901], [0.68964, 2.57933, 1.23762], [1.64778, 1.51984, 1.29054], [2.48840, 1.47914, 2.35224], [1.83861, 1.65964, 3.69328], [3.62821, 1.27960, 2.19123], [-2.12078, 2.91216, -0.37722], [-2.12397, 4.57452, 0.34168], [-1.43511, 5.63483, -0.38599], [-1.55906, 4.42706, 1.83717], [-3.69267, 4.85190, 0.50313], [-0.84239, 0.87583, -0.32372], [-0.04654, -0.24308, -1.10783], [1.26866, 0.23313, -1.39966], [-0.21361, -1.44135, -0.35654], [-0.88664, -0.30871, -2.70450], [-1.69762, -1.55611, -3.02243], [-1.31882, -2.09033, -4.79949], [-2.54403, -2.25620, -2.28202], [-3.03997, -1.94392, -0.90611], [-3.37976, -3.80134, -2.95406], [-5.00420, 2.67261, -1.55503], [-5.46104, 2.02573, 0.01299], [-6.37150, 1.57115, -1.43600], [-5.03786, -0.32887, -0.99819], [-3.59978, 0.58263, -0.60570], [-3.95016, -0.65994, -3.01611], [-4.99516, 0.67308, -3.28674], [-3.24243, 2.30812, -3.11113], [-3.13273, 0.21148, -5.29962], [-2.56957, 1.88194, -5.46232], [-4.26882, 1.57365, -5.13853], [-1.04664, 1.17142, -4.17622], [0.38623, 1.97410, -2.56560], [-0.09273, 4.27241, -2.50606], [0.16388, 4.57744, -4.72260], [0.27232, 2.81161, -4.80170], [-1.25400, 3.62351, -5.16114], [0.36914, 4.01481, -0.35345], [1.32639, 2.60874, -0.77377], [1.06412, 3.46158, 1.76348], [-0.22879, 2.27210, 1.74935], [2.48636, 1.27032, 4.47339], [1.70279, 2.73147, 3.88011], [0.84876, 1.20316, 3.73592], [-2.60488, 2.24153, 0.34155], [-2.80348, 2.99861, -1.21643], [-1.93648, 3.69436, 2.34115], [-4.19968, 4.14041, 0.91657], [0.02561, -0.44523, -3.29368], [-4.12992, -1.99790, -0.88438], [-2.66361, -2.68852, -0.19906], [-2.73211, -0.96188, -0.56046], [0.18427, -0.01849, -7.94281], [0.74400, -0.70033, -8.93835], [1.16140, -0.02591, -10.19488], [1.66928, -0.64437, -11.10369], [0.93118, 1.43971, -10.29531], [0.37136, 2.12067, -9.29954], [-0.04400, 1.44258, -8.04694], [-0.55209, 2.06281, -7.13508], [-0.13026, -0.48370, -7.01700], [0.92290, -1.76692, -8.88847], [1.24508, 1.90692, -11.21998], [0.19220, 3.18725, -9.34693], [3.34545, 2.44720, 8.50354], [4.54806, 2.35706, 9.06331], [5.46614, 1.23902, 8.73114], [6.56091, 1.15237, 9.24614], [4.99979, 0.22962, 7.74718], [3.79678, 0.32092, 7.18752], [2.87477, 1.43576, 7.52249], [1.77713, 1.52189, 7.01352], [2.65411, 3.24944, 8.72782], [4.91630, 3.07908, 9.78082], [5.69443, -0.56879, 7.51767], [3.43266, -0.40141, 6.46781], [1.65300, -5.04708, -0.14559], [0.91631, -4.46678, -1.08964], [0.59594, -5.17573, -2.35376], [-0.07646, -4.64990, -3.21622], [1.12319, -6.55358, -2.52660], [1.85881, -7.13160, -1.58164], [2.18171, -6.42363, -0.31450], [2.84979, -6.95641, 0.54512], [1.90192, -4.55100, 0.78398], [0.51873, -3.46489, -0.98280], [0.87243, -7.04655, -3.45740], [2.25646, -8.13376, -1.67994], [10.97849, -2.25693, 8.09466], [11.62854, -2.36886, 9.24930], [11.22576, -1.57712, 10.44134], [11.82109, -1.68217, 11.49212], [10.07107, -0.65656, 10.29300], [9.42028, -0.54051, 9.13827], [9.82197, -1.33512, 7.95025], [9.22402, -1.24071, 6.89919], [11.24972, -2.82274, 7.21238], [12.47297, -3.03289, 9.38385], [9.79700, -0.09145, 11.17491], [8.57506, 0.12303, 9.00682], [-8.03705, -2.20950, 0.92969], [-9.24077, -2.69152, 0.63435], [-9.45314, -3.56434, -0.55079], [-10.55009, -4.00059, -0.81940], [-8.26904, -3.87876, -1.39212], [-7.06528, -3.39684, -1.09619], [-6.85775, -2.52575, 0.08757], [-5.75658, -2.08668, 0.35115], [-7.85493, -1.57203, 1.78557], [-10.11903, -2.47857, 1.23029], [-8.45006, -4.51612, -2.24819], [-6.18528, -3.60967, -1.69216]], "atomic_forces_ev_per_a": [[0.3, 0.3, 0.0], [-0.5, 0.3, -0.1], [-0.5, 0.2, -0.3], [-0.1, 0.0, -0.1], [0.0, 0.1, 0.1], [0.0, 0.3, 0.3], [-0.2, -0.2, -0.2], [0.4, 0.0, 0.2], [-0.1, 0.1, 0.1], [0.1, -0.1, -0.1], [0.2, 0.3, 0.1], [0.3, -0.1, -0.2], [-0.3, 0.1, 0.2], [-0.1, 0.3, -0.6], [-2.2, 0.3, 0.6], [-0.2, 0.4, 0.2], [2.6, -0.6, -0.3], [0.0, -0.4, 0.0], [0.0, 0.1, -0.2], [0.0, -0.1, 0.1], [0.0, -0.1, 0.0], [0.0, 0.0, 0.1], [-0.5, 0.2, -0.2], [0.0, 0.0, 0.0], [0.1, -0.1, 0.0], [-0.1, -0.1, 0.2], [0.0, -0.2, -0.2], [0.4, 0.1, 0.0], [0.0, 0.0, -0.3], [0.1, 0.1, 0.5], [0.4, -0.3, 0.0], [-0.1, -0.3, -0.2], [0.0, -0.1, 0.0], [-0.1, -0.1, 0.0], [0.0, 0.0, 0.0], [0.2, 0.3, 0.1], [-0.1, 0.2, -0.1], [0.1, 0.3, 0.1], [0.1, -0.1, 0.0], [0.1, 0.0, 0.1], [0.0, 0.1, 0.0], [0.0, -0.1, 0.0], [0.0, -0.1, 0.0], [0.0, 0.0, 0.1], [-0.1, 0.0, -0.1], [-0.2, 0.0, 0.1], [-0.1, -0.1, -0.1], [0.0, 0.1, 0.1], [0.1, -0.1, 0.1], [-0.1, -0.1, 0.1], [-0.1, 0.0, 0.1], [0.1, -0.1, -0.1], [0.1, -0.1, -0.1], [-0.1, 0.0, -0.1], [0.0, -0.1, 0.0], [0.1, -0.1, 0.0], [0.1, 0.0, 0.0], [-0.1, -0.1, 0.0], [0.0, 0.1, 0.0], [0.0, 0.1, -0.1], [-0.1, 0.0, 0.0], [0.5, -0.1, -0.1], [0.0, 0.0, -0.1], [0.2, -0.3, -0.1], [0.0, 0.0, 0.0], [0.0, 0.0, 0.0], [0.0, 0.0, 0.0], [0.0, 0.0, 0.0], [0.0, 0.0, 0.0], [0.0, 0.0, 0.0], [0.0, 0.0, 0.0], [0.0, 0.0, -0.1], [0.0, 0.0, 0.0], [0.0, 0.0, 0.0], [0.0, 0.0, 0.0], [0.0, 0.0, 0.0], [0.0, 0.0, 0.0], [0.0, 0.0, 0.0], [0.0, 0.0, 0.0], [0.0, 0.1, 0.0], [0.0, 0.0, 0.0], [0.0, 0.0, 0.0], [0.0, 0.0, 0.0], [0.0, 0.0, 0.0], [0.0, 0.0, 0.0], [0.0, 0.0, 0.0], [0.0, 0.0, 0.0], [0.0, 0.0, 0.0], [0.0, 0.0, 0.0], [0.0, 0.0, 0.0], [0.0, 0.0, 0.0], [0.1, -0.1, 0.0], [0.0, 0.0, 0.0], [0.0, 0.0, 0.0], [0.0, 0.0, 0.0], [0.0, 0.0, 0.0], [0.0, 0.0, 0.0], [0.0, 0.0, 0.0], [0.0, 0.0, 0.0], [0.0, 0.0, 0.0], [0.0, 0.0, 0.0], [0.0, 0.0, 0.0], [0.0, 0.0, 0.0], [0.0, 0.0, 0.0], [0.0, 0.0, 0.0], [0.0, 0.0, 0.0], [0.0, 0.0, 0.0], [0.0, 0.0, 0.0], [0.0, 0.0, 0.0], [0.0, 0.0, 0.0], [0.0, 0.0, 0.0], [0.0, 0.0, 0.0], [0.0, 0.0, 0.0], [0.0, 0.0, 0.0], [0.0, 0.0, 0.0], [0.0, 0.0, 0.0], [0.0, 0.0, 0.0], [0.0, 0.0, 0.0], [-0.1, -0.1, -0.1], [-0.3, 0.0, 0.3], [0.0, 0.0, 0.0], [0.0, 0.0, 0.0], [0.0, 0.0, 0.0], [0.0, 0.0, 0.0]]}